The molecule CH5N2O2PS at a distorted geometry. Source: the Open Molecules 2025 dataset; level of theory: ωB97M-V/def2-TZVPD.

Its energy above the lowest of the compared OMol25 structures with the same formula, charge and spin is 201.16 kJ/mol. For the LUMO energy, the calculation gives 0.12 eV. The value obtained for the HOMO energy is -8.62 eV. The value obtained for the HOMO-LUMO gap is 8.74 eV.

Geometry as ORCA input:
```
! wB97M-V def2-TZVPD RIJCOSX def2/J DEFGRID3
* xyz 0 1
C -0.065 -0.024 -0.157
N 0.087 1.172 0.332
N -0.666 -1.074 0.573
O 0.195 -0.497 -2.733
O 1.926 0.802 -1.642
P -1.093 -0.567 2.129
S 1.154 -0.414 -1.484
H -0.450 1.497 1.129
H 0.866 1.632 -0.033
H 0.153 0.367 -3.198
H -1.988 -1.706 2.236
H -0.119 -1.189 2.848
*
```